# 1
14
Properties=species:S:1:pos:R:3:lowdin_charge:R:1 method="wB97M-V/def2-TZVPD" charge=0 homo_ev=-7.947 relative_energy_kj_mol=189.84 orbital_gap_ev=8.49
H -2.128 0.728 0.584 0.0850
H 0.390 3.152 -0.201 0.0618
S 0.358 -2.645 -0.388 0.8117
C 0.581 -0.916 -0.500 -0.6396
H -1.274 -0.172 1.861 0.0927
O 1.394 1.089 -0.951 0.0855
C -1.493 -0.134 0.791 -0.0383
H 0.378 -2.869 0.944 -0.1220
H -2.036 -1.041 0.502 0.0803
N -0.244 2.399 0.091 0.1426
C 1.599 -0.243 -1.035 -0.1303
C 0.273 1.293 -0.231 -0.4731
N -0.267 0.033 0.043 -0.0822
H 2.467 -0.673 -1.510 0.1258

# 2
17
Properties=species:S:1:pos:R:3:lowdin_charge:R:1 method="wB97M-V/def2-TZVPD" charge=0 homo_ev=-8.184 relative_energy_kj_mol=98.81 orbital_gap_ev=9.04
H -0.949 1.164 -0.747 0.0468
H 1.694 4.572 1.356 0.0340
H 1.586 -1.120 0.492 0.0888
O 2.524 4.735 0.890 -0.0644
H -1.059 -2.098 -1.718 0.1137
H -2.137 -0.793 -1.309 0.1040
N 0.855 -1.565 -0.044 0.0844
H 0.772 1.129 -0.082 0.0471
H 0.612 -2.456 0.359 0.0743
C -1.415 -1.486 -0.883 -0.2160
H -2.029 -1.865 1.159 0.0771
H 3.199 4.367 1.469 0.0295
H -3.072 -2.605 -0.046 0.0666
H -1.485 -3.326 0.289 0.0644
C -2.035 -2.386 0.200 -0.0999
C -0.205 -0.737 -0.406 -0.4697
C -0.112 0.586 -0.385 0.0194

# 3
40
Properties=species:S:1:pos:R:3:mulliken_spin:R:1 method="wB97M-V/def2-TZVPD" charge=-1 s_squared=0.79 homo_ev="-2.199 / -3.212" orbital_gap_ev="3.77 / 4.75" spin_multiplicity=2
H -2.480 -1.116 -3.989 0.0083
H -4.894 -0.787 -0.449 0.0062
H 0.245 3.006 3.445 0.0145
H 4.033 0.358 3.193 0.0007
C 0.332 2.471 1.381 0.1351
C 0.008 3.445 2.464 -0.0159
H 5.633 -0.211 1.371 0.0014
H -0.354 -1.227 1.126 0.0049
C 4.137 -1.114 0.101 -0.0086
C 0.528 -1.308 0.493 -0.0166
C -0.723 1.682 0.833 0.0573
C -2.566 -0.786 -2.957 0.0003
C -0.530 0.850 -0.240 0.1096
O 1.528 2.356 0.977 0.0767
H -0.147 -2.579 -1.226 0.0012
C 4.568 -0.418 1.230 0.0144
Li 3.287 2.039 1.392 0.0041
H 4.838 -1.465 -0.661 0.0000
H -3.008 0.286 0.774 0.0292
O -4.766 -1.867 -4.178 0.0887
H 0.416 0.906 -0.789 0.0243
H -1.059 3.697 2.455 0.0021
O -5.980 -1.683 -2.358 0.0895
C -3.944 -0.596 -0.940 -0.0265
C 2.285 -0.264 2.080 0.0048
C 0.664 -2.102 -0.683 0.0290
H 0.595 4.364 2.347 0.0055
C -3.794 -0.975 -2.288 0.0910
C 3.660 -0.042 2.246 0.0019
H -1.705 1.826 1.289 0.0204
C 1.838 -0.929 0.937 0.0118
N -4.900 -1.541 -2.978 0.0367
C -1.650 0.231 -0.934 0.0087
H 1.562 -0.023 2.866 -0.0011
C 2.777 -1.402 -0.060 0.0119
H -0.550 -0.066 -2.786 0.0061
C 2.030 -2.150 -1.039 0.0090
C -2.884 0.002 -0.275 0.0965
C -1.511 -0.205 -2.282 0.0665
H 2.479 -2.661 -1.888 0.0007

# 4
53
Properties=species:S:1:pos:R:3:mulliken_spin:R:1 method="wB97M-V/def2-TZVPD" charge=+2 s_squared=3.77 homo_ev="-13.641 / -13.632" orbital_gap_ev="6.67 / 5.80" spin_multiplicity=4
Re -0.384 0.452 -0.188 2.5468
H 2.515 0.069 3.312 -0.0005
C 2.816 0.932 -2.822 -0.0015
O 0.500 1.192 1.652 0.0654
H 0.884 1.991 -2.746 -0.0025
H 4.550 -1.722 -1.684 0.0005
H 2.840 -0.842 7.875 0.0000
C -0.770 -1.946 0.654 0.0048
O -1.600 0.106 2.254 0.0120
C 4.591 -0.734 -2.134 -0.0011
C -2.774 3.398 -3.911 0.0002
N 1.275 0.404 -1.325 0.0116
H -1.541 0.039 -5.370 0.0005
H -1.519 -0.661 4.678 0.0002
O -1.487 1.831 -0.844 0.2172
C 0.446 -0.285 3.858 0.0078
C -2.301 -2.045 -1.102 0.0321
H 3.353 -0.324 5.579 0.0000
H -1.334 0.472 -2.958 0.0012
C 2.334 -0.401 -1.145 0.0522
C -1.771 1.233 -3.597 0.0159
C 0.013 -0.819 6.149 0.0004
C -2.721 -3.255 -0.598 -0.0059
H -3.321 3.891 -5.925 0.0002
C -2.439 1.941 -5.782 -0.0001
O -2.549 3.769 -1.111 0.0348
C -0.460 -0.604 4.888 0.0007
H 3.410 1.347 -3.617 -0.0008
C -1.881 0.976 -4.952 0.0119
C 2.295 -0.406 5.369 -0.0004
C 1.577 1.250 -2.386 0.0161
C 1.399 -0.723 6.424 0.0012
C -2.131 2.787 -1.627 -0.0009
C -2.112 -3.726 0.563 0.0311
N 3.270 -0.106 -2.033 0.0246
H 5.329 -0.121 -1.622 0.0013
H -3.508 -3.813 -1.083 0.0010
H -2.727 -1.579 -1.981 0.0000
H 2.408 -1.164 -0.388 -0.0011
C -2.887 3.151 -5.267 0.0006
N 1.861 -0.923 7.662 0.0010
H -0.675 -1.054 6.950 -0.0001
N -1.313 -1.393 -0.467 0.0095
Br -2.587 1.597 -7.621 0.0002
H 1.238 -1.133 8.423 0.0000
H -3.119 4.333 -3.492 0.0002
H 4.854 -0.829 -3.184 0.0004
S -0.156 0.001 2.325 -0.0526
N -1.132 -3.070 1.199 -0.0172
C -2.212 2.443 -3.065 -0.0242
C 1.828 -0.190 4.108 -0.0061
N 0.248 -1.076 1.096 0.0109
H -2.422 -4.663 1.009 0.0003

# 5
20
Properties=species:S:1:pos:R:3:lowdin_charge:R:1 method="wB97M-V/def2-TZVPD" charge=0 homo_ev=-8.921 relative_energy_kj_mol=125.61 orbital_gap_ev=9.82
H -0.576 1.869 1.867 0.0747
H -1.423 -0.332 2.983 0.0748
H 1.353 -0.522 -2.415 0.1393
C -0.244 0.248 0.492 -0.3668
H -2.565 -0.287 1.574 0.0815
C 0.867 -0.087 -0.540 -0.4504
H -2.225 -1.773 2.235 0.0762
H 0.059 -1.584 1.484 0.1116
C -0.551 0.509 -2.542 -0.0817
H -1.097 0.599 -0.095 0.1115
H -0.894 1.342 -1.925 0.0759
H 0.727 2.126 0.709 0.0844
N -0.661 -1.009 1.074 -0.0721
O 1.991 -0.364 -0.142 0.0418
C 0.258 1.388 1.360 -0.0460
H 1.045 1.023 2.021 0.0883
C -1.731 -0.811 2.055 -0.1293
H -0.281 0.985 -3.483 0.0826
H -1.364 -0.202 -2.657 0.0826
N 0.603 -0.090 -1.891 0.0211

# 6
84
Properties=species:S:1:pos:R:3:lowdin_charge:R:1 method="wB97M-V/def2-TZVPD" charge=0 homo_ev=-10.712 relative_energy_kj_mol=171.82 orbital_gap_ev=11.18
C -3.191 -4.045 -2.597 -0.0215
C -1.234 10.414 2.477 -0.0542
C -1.155 2.380 2.502 -0.0055
C -1.584 4.039 5.866 -0.0305
H 0.084 5.727 2.167 0.0956
C -0.388 1.249 -2.904 -0.0600
C -4.116 -7.950 -2.824 -0.0527
H -0.305 -1.460 -0.361 0.0768
H -1.935 2.819 3.117 0.0895
H 1.695 -1.275 -3.706 0.0908
H -0.804 3.044 1.718 0.0874
H -3.208 -8.536 -2.674 0.0984
H -1.841 4.604 4.970 0.0876
H 1.627 0.544 7.153 0.0964
O -1.443 9.241 1.725 0.0148
C -1.390 -1.349 -0.279 -0.0422
O 5.919 0.189 -0.049 0.1291
H 1.239 -5.418 -0.890 0.1042
O 5.668 -1.995 0.412 -0.0027
H 2.143 0.083 0.187 0.0649
H -0.030 -2.665 -6.304 0.0845
O -3.282 -4.854 -1.408 -0.0042
H -4.460 -8.125 -3.841 0.0929
O 1.159 -2.865 -1.783 0.1431
O 0.033 0.673 0.755 0.1049
C 0.971 -3.590 -2.711 -0.6164
H 3.034 -2.278 -3.940 0.1019
H -1.394 -2.518 -5.260 0.0819
C 0.257 -5.340 -1.360 -0.0327
H 7.514 -2.876 0.003 0.0923
C 1.039 0.246 6.280 -0.0536
H -1.758 -2.365 -0.379 0.0836
H -1.549 -1.888 -6.954 0.0992
C 7.042 -2.227 0.733 -0.0312
O -0.607 3.121 5.374 -0.0402
O -1.793 -0.651 0.882 0.0373
C -1.036 -0.224 -4.591 -0.6058
O 0.612 1.377 5.566 0.0121
C 0.003 6.122 1.154 -0.0363
C 3.179 0.398 0.273 -0.0354
H -0.424 -4.680 -0.821 0.0907
O 1.227 -3.331 -3.982 0.0109
O -0.487 -0.708 -5.714 -0.0100
O -1.775 1.203 1.962 0.0206
H 0.200 -0.315 6.705 0.1022
H -0.164 -6.342 -1.331 0.0965
H -1.391 1.307 -2.466 0.0939
O 0.408 8.342 2.596 0.1172
H -1.297 10.199 3.543 0.0998
H -1.224 4.687 6.658 0.0975
C 1.991 -2.166 -4.258 -0.0407
O -0.291 0.827 -4.244 0.0141
C -0.562 8.266 1.877 -0.6393
H 0.973 6.502 0.825 0.1026
C 0.044 2.350 6.255 -0.6089
O -1.946 -0.706 -3.975 0.1247
H -1.606 -0.780 -1.188 0.0810
H -2.494 -4.463 -3.328 0.0914
H 1.623 -0.516 5.769 0.0954
O -0.004 2.490 7.446 0.1442
H -1.969 11.178 2.231 0.0931
H 3.358 1.002 1.164 0.0997
H -0.283 10.897 2.242 0.0988
H 2.121 -1.943 -5.313 0.0965
H 0.002 2.241 -2.693 0.0972
C -3.519 -6.162 -1.401 -0.6258
O 0.465 -4.830 -2.668 -0.0008
H 0.098 0.528 -2.239 0.0853
H -4.871 -8.417 -2.189 0.0983
O -0.886 7.224 1.158 0.0198
H -2.506 3.528 6.146 0.1017
H 7.572 -1.273 0.715 0.0876
C 5.240 -0.754 0.246 -0.6093
H 7.108 -2.565 1.764 0.0928
C -0.895 -2.040 -6.100 -0.0152
O -3.358 -6.836 -0.433 0.1503
C -1.071 0.418 1.179 -0.6159
O -3.903 -6.574 -2.614 -0.0126
H -4.127 -4.011 -3.153 0.0974
O 3.890 -0.844 0.343 -0.0089
H -0.390 2.056 3.200 0.0848
H -0.247 5.318 0.468 0.0881
H 3.488 0.985 -0.594 0.0943
H -2.832 -3.071 -2.290 0.0751

# 7
48
Properties=species:S:1:pos:R:3:lowdin_charge:R:1 method="wB97M-V/def2-TZVPD" charge=0 homo_ev=-7.775 orbital_gap_ev=7.10
C 0.628 -2.637 -3.700 -0.0080
C 1.632 5.382 0.201 -0.5249
C -0.067 -2.364 -2.510 -0.1797
H -4.180 -4.094 1.169 0.1187
H 2.572 5.938 0.144 0.0763
H 0.708 6.986 -0.860 0.1056
C -3.763 -3.155 0.823 -0.0072
H 0.945 5.520 -1.779 0.1040
H -1.481 6.271 -1.207 0.0814
C 1.989 -2.285 3.912 -0.0626
H 3.042 -3.939 2.955 0.1226
H 1.340 5.436 1.246 0.0680
C 1.650 -2.939 1.628 -0.1878
H 1.035 -0.405 4.457 0.1186
C -2.622 -0.712 0.072 -0.1840
C -4.562 -2.028 0.643 -0.0688
H 3.633 -1.327 -2.730 0.1252
B -0.223 -2.023 0.099 -0.1195
F -1.589 -4.107 0.790 0.0630
F 2.345 -0.566 -0.615 0.0691
H 2.592 -2.664 -4.576 0.1081
C -0.822 5.556 -0.683 -0.4766
C 0.636 -1.982 1.412 0.0201
C -4.000 -0.786 0.316 -0.0021
H 2.499 -2.410 4.863 0.1088
C 2.614 -1.723 -2.648 -0.0059
F -1.435 -2.308 -2.633 0.0624
F 2.143 -3.645 0.546 0.0545
C 1.846 -1.489 -1.496 -0.1941
C 2.291 -3.147 2.853 -0.0082
C -1.773 -1.832 0.198 0.0093
C 0.504 -1.056 2.473 -0.1769
S 1.955 3.636 -0.019 0.8370
H -5.634 -2.099 0.805 0.1077
H 0.581 2.498 -1.302 0.0033
F -2.055 0.505 -0.228 0.0460
H 0.107 -2.952 -4.613 0.1237
C 2.015 -2.445 -3.686 -0.0600
C 0.280 3.183 -0.531 -0.8628
H -1.245 5.473 0.318 0.0624
C 1.168 -1.170 3.697 -0.0073
C -2.402 -3.014 0.593 -0.2084
C 0.651 5.908 -0.806 -0.3241
H -0.120 2.901 0.459 0.0253
F -0.159 0.126 2.211 0.0561
H -4.622 0.113 0.238 0.1226
C 0.522 -1.971 -1.278 0.0420
S -1.173 3.842 -1.219 0.8267